Computed, not measured: a gas-phase ion, C3H4BrO3S (charge -1) in a non-equilibrium geometry, with ωB97M-V/def2-TZVPD.

Bonds (Å) are listed after each position.
Element x y z (Å)
1 C 0.553 -0.122 -0.182  C2 1.601, C3 1.489, H9 1.093, H10 1.112
2 C 1.691 -1.244 -0.103  C1 1.601, O4 1.176, H11 1.124
3 C -0.880 -0.155 0.225  C1 1.489, S7 1.986, Br8 1.950, H12 1.188
4 O 1.590 -2.238 0.517  C2 1.176
5 O -1.170 2.079 -1.261  S7 1.458
6 O -1.016 2.242 1.139  S7 1.509
7 S -1.758 1.610 -0.012  C3 1.986, O5 1.458, O6 1.509
8 Br -1.965 -1.631 -0.442  C3 1.950
9 H 0.909 0.595 0.561  C1 1.093
10 H 0.476 0.386 -1.168  C1 1.112
11 H 2.672 -1.126 -0.639  C2 1.124
12 H -1.102 -0.396 1.366  C3 1.188

Its HOMO-LUMO gap is 7.40 eV. The net charge is -1. The calculation puts the energy relative to the best compared isomer or geometry (same formula, charge and spin) at 34.6 kcal/mol.

These are the Löwdin partial charges, in e, on atoms 1 to 6: -0.26 -0.26 -0.88 0.03 -0.56 -0.59